1.
Molecular formula: C5H8O
Method: DFT, ωB97M-V with the def2-TZVPD basis set

Geometry as XYZ:
```
14
Properties=species:S:1:pos:R:3:lowdin_charge:R:1
C 1.987 0.742 -0.600 -0.12
O 1.019 1.320 -1.441 -0.18
C -0.246 0.691 -1.504 -0.23
C -0.589 -0.196 -0.390 -0.03
C -0.994 -0.756 0.596 -0.08
C -1.532 -1.245 1.856 -0.10
H 2.294 -0.258 -0.936 0.09
H 2.841 1.419 -0.644 0.09
H 1.644 0.672 0.439 0.08
H -0.994 1.491 -1.472 0.13
H -0.375 0.165 -2.458 0.12
H -1.135 -0.647 2.679 0.08
H -2.616 -1.103 1.845 0.08
H -1.304 -2.296 2.029 0.07
```

Kohn-Sham gap	10.23	eV
M	84.12	g mol⁻¹
LUMO	0.93	eV
energy	-7359.6235	eV
SMILES	CC#CCOC
HOMO level	-0.3417	hartree
relative energy (zero: lowest compared OMol25 entry of this formula, charge and spin)	2.632	eV

---

2.
Molecular formula: C5H8O
Method: DFT, ωB97M-V with the def2-TZVPD basis set

Geometry as XYZ:
```
14
Properties=species:S:1:pos:R:3:lowdin_charge:R:1
O 2.660 -0.440 0.473 0.02
C 1.747 0.455 0.067 -0.19
C 0.471 0.166 0.328 -0.26
C -0.312 -1.083 -0.150 -0.12
C -1.469 -0.112 -0.456 -0.18
C -0.744 1.030 0.242 -0.16
H 2.098 1.346 -0.416 0.12
H 1.894 -0.864 0.994 0.13
H 0.096 -1.604 -1.027 0.11
H -0.565 -1.823 0.605 0.09
H -1.597 0.083 -1.514 0.10
H -2.432 -0.374 -0.035 0.10
H -0.655 1.954 -0.320 0.11
H -1.190 1.266 1.210 0.11
```

Kohn-Sham gap	9.09	eV
M	84.12	g mol⁻¹
LUMO	0.95	eV
energy	-7359.3405	eV
SMILES	OC=C1CCC1
HOMO level	-0.2995	hartree
relative energy (zero: lowest compared OMol25 entry of this formula, charge and spin)	2.915	eV

---

3.
Molecular formula: C5H8O
Method: DFT, ωB97M-V with the def2-TZVPD basis set

Geometry as XYZ:
```
14
Properties=species:S:1:pos:R:3:lowdin_charge:R:1
C 1.398 0.189 -0.254 -0.22
C 0.694 1.119 0.662 0.05
C -0.764 1.056 0.381 -0.23
C -1.323 -0.173 -0.374 -0.19
O -0.491 -1.326 -0.291 -0.15
C 0.769 -1.122 0.291 -0.22
H 1.116 0.237 -1.318 0.13
H 2.488 0.210 -0.157 0.10
H 0.692 -1.072 1.393 0.13
H -0.840 1.958 -0.258 0.14
H -1.355 1.300 1.273 0.10
H -1.474 0.058 -1.437 0.12
H -2.297 -0.448 0.047 0.12
H 1.389 -1.987 0.042 0.13
```

Kohn-Sham gap	8.61	eV
M	84.12	g mol⁻¹
LUMO	0.32	eV
energy	-7357.9947	eV
HOMO level	-0.3047	hartree
relative energy (zero: lowest compared OMol25 entry of this formula, charge and spin)	4.261	eV

---

4.
Molecular formula: C5H8O
Method: DFT, ωB97M-V with the def2-TZVPD basis set

Geometry as XYZ:
```
14
Properties=species:S:1:pos:R:3:lowdin_charge:R:1
C -0.524 -0.895 2.567 -0.11
C -0.147 -0.138 1.370 -0.08
C 0.159 0.503 0.394 -0.05
C 0.459 1.195 -0.865 -0.19
C 0.462 0.197 -2.035 -0.28
O -0.716 -0.570 -2.081 -0.07
H -0.139 -1.918 2.518 0.08
H -0.123 -0.423 3.469 0.08
H -1.613 -0.947 2.666 0.08
H -0.301 1.964 -1.046 0.12
H 1.431 1.700 -0.807 0.12
H 0.512 0.744 -2.981 0.12
H 1.357 -0.441 -1.966 0.12
H -0.816 -0.969 -1.204 0.07
```

Kohn-Sham gap	10.55	eV
M	84.12	g mol⁻¹
LUMO	0.90	eV
energy	-7360.3925	eV
SMILES	CC#CCCO
HOMO level	-0.3548	hartree
relative energy (zero: lowest compared OMol25 entry of this formula, charge and spin)	1.863	eV

---

5.
Molecular formula: C5H8O
Method: DFT, ωB97M-V with the def2-TZVPD basis set

Geometry as XYZ:
```
14
Properties=species:S:1:pos:R:3:lowdin_charge:R:1
C 1.274 0.361 -0.734 -0.19
C 0.702 0.890 0.536 -0.09
C -0.626 1.112 0.480 -0.21
O -1.346 0.448 -0.487 -0.07
C -0.807 -0.786 -0.767 -0.21
C 0.529 -0.926 -0.657 -0.09
H 0.933 0.960 -1.597 0.12
H 2.360 0.285 -0.775 0.11
H 1.306 0.941 1.432 0.11
H -1.211 1.807 1.065 0.12
H -1.289 -0.555 1.713 0.08
H -1.526 -1.512 -1.118 0.12
H -1.343 -1.182 1.308 0.08
H 1.041 -1.844 -0.398 0.11
```

Kohn-Sham gap	9.69	eV
M	84.12	g mol⁻¹
LUMO	1.12	eV
energy	-7358.5476	eV
SMILES	C1=COC=CC1.[H][H]
HOMO level	-0.3147	hartree
relative energy (zero: lowest compared OMol25 entry of this formula, charge and spin)	3.708	eV

---

6.
Molecular formula: C5H8O
Method: DFT, ωB97M-V with the def2-TZVPD basis set

Geometry as XYZ:
```
14
Properties=species:S:1:pos:R:3:lowdin_charge:R:1
C -0.682 -0.602 -2.635 -0.01
C -0.206 -0.726 -1.385 -0.18
C -0.267 0.367 -0.436 -0.09
C 0.192 0.274 0.820 -0.39
O 0.558 -0.915 1.378 0.04
C 0.331 1.474 1.711 -0.04
H -0.726 0.389 -3.082 0.05
H -1.341 -1.316 -3.111 0.05
H -0.128 -1.738 -0.996 0.10
H -0.885 1.249 -0.547 0.11
H 0.556 -0.818 2.337 0.11
H -0.378 1.539 2.543 0.08
H 1.339 1.463 2.129 0.09
H 0.141 2.374 1.136 0.08
```

Kohn-Sham gap	8.62	eV
M	84.12	g mol⁻¹
LUMO	0.78	eV
energy	-7360.2104	eV
SMILES	C=C/C=C(/C)O
HOMO level	-0.2880	hartree
relative energy (zero: lowest compared OMol25 entry of this formula, charge and spin)	2.045	eV

---

Q: Which value of Kohn-Sham gap does entry 5 give?
A: 9.69 eV

---

Q: Look up the HOMO level of the first one.
A: -0.3417 hartree